Entry 1:
This record from the Open Molecules 2025 dataset describes C35H39ClCsGe2NO6S3 as an isolated structure in a non-equilibrium geometry. The level of theory is wB97M-V/def2-TZVPD.

Geometry as XYZ:
```
88
C35H39ClCsGe2NO6S3 (wB97M-V/def2-TZVPD)
Cs -1.923 -0.456 -1.860
O -0.444 -3.194 -5.604
C -0.425 -2.327 -4.561
O -1.163 -1.384 -4.390
C 0.679 -2.692 -3.636
C 1.829 -3.460 -4.137
C 2.729 -4.033 -3.246
C 2.634 -3.649 -1.916
C 1.575 -2.830 -1.462
N 0.724 -2.345 -2.366
C 1.648 -2.504 0.018
O 2.657 -2.979 0.611
O 0.703 -1.818 0.600
H -1.257 -2.962 -6.108
H 1.916 -3.581 -5.220
H 3.377 -4.878 -3.523
H 3.449 -3.868 -1.191
C 2.684 6.016 -3.378
C 2.228 6.436 -1.969
S 1.597 4.956 -1.013
C -0.154 5.570 -0.799
C -1.003 4.908 -1.982
S -0.459 3.171 -2.283
C -0.185 3.407 -4.091
C 1.237 3.800 -4.420
S 1.417 5.636 -4.520
H 3.369 5.144 -3.330
H 3.184 6.910 -3.778
H 1.527 7.246 -1.987
H 3.087 6.724 -1.318
H -0.217 6.750 -0.809
H -0.585 5.178 0.126
H -0.870 5.536 -2.901
H -2.067 4.928 -1.704
H -0.915 4.057 -4.620
H -0.347 2.350 -4.423
H 1.562 3.482 -5.409
H 1.919 3.414 -3.646
Cl -8.888 1.631 -0.201
C -7.722 0.383 -0.189
C -7.283 -0.210 0.989
C -6.116 -0.977 0.944
C -5.283 -1.129 -0.229
O -4.105 -1.412 -0.093
C -5.970 -0.714 -1.504
C -5.524 -1.190 -2.760
O -4.426 -1.720 -3.074
C -7.087 0.108 -1.390
H -7.773 0.051 1.947
H -5.772 -1.370 1.849
H -6.217 -1.060 -3.672
H -7.622 0.336 -2.332
C 1.934 -5.313 2.796
Ge 2.689 -3.600 3.472
C 2.067 -3.725 5.349
C 4.581 -3.592 3.263
Ge 1.407 -1.601 2.472
C -0.334 -1.243 3.431
C -1.501 -1.843 2.918
C -2.707 -1.434 3.292
C -2.873 -0.557 4.396
C -1.707 -0.070 5.003
C -0.467 -0.442 4.509
C 2.501 0.078 2.160
C 3.788 0.125 1.561
C 4.253 1.360 1.161
C 3.590 2.525 1.361
C 2.493 2.515 2.244
C 1.943 1.330 2.650
H 2.114 -6.039 3.664
H 2.338 -5.568 1.808
H 0.831 -5.104 2.882
H 1.045 -4.163 5.465
H 1.936 -2.752 5.864
H 2.828 -4.287 5.926
H 4.781 -4.228 2.356
H 5.114 -4.016 4.154
H 5.047 -2.618 2.989
H -1.455 -2.494 2.033
H -3.608 -1.746 2.739
H -3.882 -0.416 4.784
H -1.556 0.628 5.786
H 0.370 0.023 5.009
H 4.358 -0.724 1.249
H 5.198 1.349 0.637
H 3.849 3.477 0.794
H 2.065 3.450 2.546
H 1.039 1.327 3.242
```

The calculated total energy comes out at -7692.01380 hartree. As for the expectation value of S²: 0.78. The lowest unoccupied orbital energy (alpha / beta) is 1.74 / 1.74 eV. As for the spin multiplicity: 2. The value obtained for the gap between HOMO and LUMO (alpha / beta) is 3.419 / 6.282 eV. The net charge is -1. For the relative energy (zero: lowest compared OMol25 entry of this formula, charge and spin), the calculation gives 152.7 kJ/mol.

The computed Löwdin charges, all in e, follow: Cs 1.047; O 0.057; C -0.556; O -0.157; C -0.241; C -0.045; C -0.115; C -0.090; C -0.206; N 0.089; C -0.523; O -0.106; O -0.112; H 0.128; H 0.087; H 0.098; H 0.099; C -0.615; C -0.502; S 0.781; C -0.482; C -0.526; S 0.771; C -0.538; C -0.509; S 0.859; H 0.083; H 0.067; H 0.054; H 0.065; H 0.109; H 0.052; H 0.049; H 0.063; H 0.088; H 0.077; H 0.064; H 0.069; Cl 0.621; C -0.752; C -0.115; C -0.020; C -0.422; O -0.139; C -0.156; C -0.255; O -0.135; C -0.111; H 0.107; H 0.067; H 0.130; H 0.112; C -0.252; Ge 0.702; C -0.287; C -0.271; Ge 1.058; C -0.288; C -0.121; C -0.092; C -0.050; C -0.087; C -0.173; C -0.230; C -0.096; C -0.129; C -0.108; C -0.104; C -0.100; H 0.035; H 0.016; H 0.024; H 0.028; H 0.004; H 0.011; H 0.036; H 0.030; H 0.016; H 0.116; H 0.100; H 0.099; H 0.085; H 0.096; H 0.090; H 0.102; H 0.108; H 0.093; H 0.075

=====

Entry 2:
This record from the Open Molecules 2025 dataset describes C31H37O2PTi as an isolated structure in a non-equilibrium geometry. The level of theory is wB97M-V/def2-TZVPD.

Geometry as XYZ:
```
72
C31H37O2PTi (wB97M-V/def2-TZVPD)
Ti -0.628 0.401 1.160
C 1.588 2.505 3.084
C 0.403 1.588 3.066
C 0.544 0.212 3.289
C -0.564 -0.661 3.344
C -0.375 -2.115 3.660
C -1.850 -0.107 3.221
C -2.036 1.263 3.011
C -3.407 1.866 3.035
C -0.896 2.080 2.854
H 1.840 2.746 4.119
H 1.377 3.440 2.567
H 2.461 2.039 2.628
H 1.536 -0.183 3.484
H -0.049 -2.219 4.697
H 0.389 -2.569 3.028
H -1.305 -2.669 3.548
H -2.712 -0.756 3.327
H -3.646 2.149 4.063
H -4.169 1.161 2.707
H -3.468 2.771 2.432
H -1.032 3.145 2.693
C -1.741 2.988 -0.384
O -1.814 1.566 -0.188
C -3.142 1.068 -0.427
C -3.095 -0.445 -0.582
O -2.008 -0.977 0.192
C -2.067 -2.407 0.291
H -2.024 3.216 -1.412
H -0.707 3.282 -0.205
H -2.412 3.494 0.314
H -3.513 1.511 -1.356
H -3.779 1.392 0.400
H -2.943 -0.744 -1.622
H -4.030 -0.878 -0.210
H -2.181 -2.830 -0.708
H -2.906 -2.697 0.926
H -1.123 -2.738 0.723
C 4.686 2.279 -2.417
C 3.480 2.458 -3.078
C 2.356 1.746 -2.690
C 2.433 0.839 -1.634
C 3.649 0.660 -0.977
C 4.768 1.377 -1.366
P 1.003 -0.098 -1.021
C 1.720 -1.709 -0.585
C 2.045 -1.930 0.749
C 2.679 -3.098 1.154
C 2.993 -4.068 0.219
C 2.703 -3.848 -1.124
C 2.085 -2.676 -1.523
C -0.165 -0.365 -2.391
C -0.764 0.772 -2.943
C -1.702 0.669 -3.957
C -2.081 -0.580 -4.428
C -1.515 -1.717 -3.872
C -0.566 -1.612 -2.864
H 5.560 2.832 -2.727
H 3.412 3.146 -3.908
H 1.443 1.890 -3.245
H 3.742 -0.052 -0.167
H 5.705 1.220 -0.853
H 1.853 -1.158 1.486
H 2.940 -3.238 2.194
H 3.483 -4.981 0.522
H 2.982 -4.583 -1.865
H 1.939 -2.502 -2.582
H -0.493 1.759 -2.590
H -2.128 1.566 -4.387
H -2.806 -0.667 -5.224
H -1.799 -2.697 -4.229
H -0.160 -2.523 -2.448
```

The calculated total energy comes out at -2544.28532 hartree. As for the expectation value of S²: 2.00. The lowest unoccupied orbital energy (alpha / beta) is -6.27 / -6.37 eV. As for the spin multiplicity: 3. The value obtained for the gap between HOMO and LUMO (alpha / beta) is 7.540 / 7.497 eV. The net charge is +2. For the relative energy (zero: lowest compared OMol25 entry of this formula, charge and spin), the calculation gives 55.5 kJ/mol.

The computed Löwdin charges, all in e, follow: Ti 0.884; C 0.003; C -0.282; C -0.046; C -0.288; C -0.001; C -0.021; C -0.275; C -0.005; C -0.045; H 0.113; H 0.095; H 0.096; H 0.146; H 0.112; H 0.074; H 0.094; H 0.151; H 0.115; H 0.095; H 0.087; H 0.146; C -0.028; O -0.348; C -0.120; C -0.115; O -0.325; C -0.018; H 0.107; H 0.109; H 0.103; H 0.146; H 0.122; H 0.122; H 0.150; H 0.105; H 0.111; H 0.097; C -0.054; C -0.057; C -0.080; C -0.344; C -0.091; C -0.058; P 1.095; C -0.380; C -0.143; C -0.064; C -0.043; C -0.038; C -0.078; C -0.342; C -0.128; C -0.058; C -0.054; C -0.057; C -0.097; H 0.117; H 0.116; H 0.086; H 0.099; H 0.115; H 0.064; H 0.114; H 0.119; H 0.120; H 0.116; H 0.090; H 0.118; H 0.118; H 0.119; H 0.093

=====

Entry 3:
This record from the Open Molecules 2025 dataset describes one molecule with the formula C16H22ClNO7S2. The level of theory is wB97M-V/def2-TZVPD.

Geometry as XYZ:
```
49
C16H22ClNO7S2 (wB97M-V/def2-TZVPD)
O 1.600 0.434 3.109
C 2.159 0.195 2.060
C 1.637 0.715 0.730
C 0.286 1.404 0.924
C -0.508 1.723 -0.359
Cl 0.643 1.976 -1.737
C -1.266 3.043 -0.129
S -2.442 3.520 -1.383
O -3.394 4.406 -0.801
O -1.749 3.884 -2.578
O -3.199 2.140 -1.613
C -2.311 1.062 -1.999
C -1.504 0.617 -0.784
C -2.462 0.181 0.337
C -3.346 -1.012 -0.088
C -3.772 -1.869 1.107
S -3.974 -3.633 0.827
O -5.314 -3.989 1.158
O -2.858 -4.309 1.420
O -3.878 -3.814 -0.752
N 3.310 -0.633 2.049
C 4.122 -0.708 0.884
C 4.759 0.434 0.405
C 5.569 0.356 -0.715
C 5.776 -0.858 -1.352
C 5.160 -2.002 -0.863
C 4.332 -1.923 0.247
H 2.362 1.414 0.316
H 1.552 -0.120 0.028
H -0.308 0.803 1.605
H 0.460 2.348 1.445
H -1.828 2.997 0.805
H -0.566 3.877 -0.067
H -2.935 0.260 -2.389
H -1.677 1.407 -2.816
H -0.928 -0.268 -1.084
H -1.914 -0.115 1.229
H -3.114 1.008 0.626
H -2.789 -1.596 -0.824
H -4.232 -0.632 -0.599
H -4.770 -1.575 1.435
H -3.088 -1.781 1.949
H -2.957 -3.742 -1.037
H 3.076 -1.558 2.388
H 4.630 1.380 0.916
H 6.054 1.245 -1.098
H 6.422 -0.920 -2.218
H 5.320 -2.957 -1.347
H 3.853 -2.817 0.634
```

The calculated total energy comes out at -2460.89181 hartree. The lowest unoccupied orbital energy is -0.12 eV. The value obtained for the gap between HOMO and LUMO is 9.052 eV. The SMILES is O=C(CC[C@]1(Cl)CS(=O)(=O)OC[C@@H]1CCCS(=O)(=O)O)Nc1ccccc1. For the relative energy (zero: lowest compared OMol25 entry of this formula, charge and spin), the calculation gives 0.0 kJ/mol.

The computed Löwdin charges, all in e, follow: O 0.094; C -0.424; C -0.136; C -0.173; C -0.704; Cl 0.763; C -0.212; S 0.605; O -0.248; O -0.268; O -0.218; C -0.171; C -0.298; C -0.141; C -0.194; C -0.205; S 0.593; O -0.265; O -0.284; O -0.156; N 0.114; C -0.279; C -0.039; C -0.076; C -0.093; C -0.082; C -0.033; H 0.093; H 0.126; H 0.105; H 0.132; H 0.122; H 0.119; H 0.132; H 0.101; H 0.151; H 0.104; H 0.131; H 0.101; H 0.127; H 0.108; H 0.104; H 0.091; H 0.140; H 0.121; H 0.106; H 0.102; H 0.104; H 0.112

=====

Entry 4:
This record from the Open Molecules 2025 dataset describes a 2-piece molecular cluster, C5H15NO overall in a non-equilibrium geometry. The level of theory is wB97M-V/def2-TZVPD.

Geometry as XYZ:
```
22
C5H15NO (wB97M-V/def2-TZVPD)
C 1.637 -1.216 0.497
C 0.623 -0.883 -0.582
C -0.699 -1.424 0.104
C 0.579 0.548 -1.027
C -0.581 0.999 -1.874
N 0.665 1.360 0.178
H 2.375 -1.900 0.146
H 2.213 -0.354 0.873
H 1.065 -1.422 1.464
H 0.864 -1.572 -1.476
H -1.598 -1.603 -0.527
H -0.939 -0.915 1.110
H -0.521 -2.511 0.246
H 1.508 0.811 -1.485
H -0.728 2.014 -1.662
H -1.424 0.283 -1.415
H -0.480 0.701 -2.950
H 0.075 0.993 0.938
H 1.210 2.191 0.420
O -2.051 1.667 2.218
H -1.450 1.387 2.914
H -2.342 0.848 1.890
```

The calculated total energy comes out at -329.42442 hartree. The lowest unoccupied orbital energy is 0.73 eV. The value obtained for the gap between HOMO and LUMO is 9.080 eV. The SMILES is CC(C)[C@@H](C)N.O. For the relative energy (zero: lowest compared OMol25 entry of this formula, charge and spin), the calculation gives 218.4 kJ/mol.

The computed Löwdin charges, all in e, follow: C -0.108; C -0.382; C -0.111; C -0.478; C -0.051; N 0.009; H 0.062; H 0.071; H 0.091; H 0.158; H 0.067; H 0.086; H 0.078; H 0.127; H 0.048; H 0.102; H 0.087; H 0.052; H 0.094; O -0.033; H 0.040; H -0.008